ORCA calculation (ωB97M-V/def2-TZVPD) on a molecular structure, C26H46BrClF6GaO9 in a non-equilibrium geometry.

The geometry in ORCA input format:
```
! RIJCOSX wB97M-V def2-TZVPD def2/J DEFGRID3
* xyz -1 1
O -0.118 5.442 -0.332
C 0.169 4.433 0.219
F -0.648 4.019 1.305
C 1.316 3.475 -0.150
Ga 1.001 2.547 -1.974
Cl 0.867 4.047 -3.656
Br 3.057 1.275 -2.378
C -0.510 1.157 -1.928
F -0.469 0.430 -3.146
F -0.225 0.252 -0.881
C -1.935 1.729 -1.719
C -2.878 1.108 -0.766
C -4.244 1.622 -0.593
C -4.707 2.769 -1.385
C -3.793 3.417 -2.312
C -4.161 4.665 -3.168
F -5.488 4.638 -3.521
F -3.385 4.763 -4.297
F -3.912 5.806 -2.437
C -2.450 2.879 -2.461
H 2.321 3.979 -0.156
H 1.351 2.655 0.616
H -2.604 0.227 -0.136
H -4.982 1.188 0.114
H -5.756 3.146 -1.277
H -1.767 3.360 -3.198
C -0.134 -0.371 2.606
O 0.490 0.757 3.199
C -0.410 1.844 3.393
C -0.917 1.902 4.827
O -1.710 0.761 5.148
C -0.981 -0.227 5.857
H 0.505 -1.240 2.772
H -1.118 -0.575 3.039
H -0.240 -0.209 1.530
H -1.241 1.790 2.684
H 0.146 2.761 3.184
H -1.562 2.779 4.934
H -0.087 2.009 5.534
H -0.898 0.060 6.911
H 0.017 -0.380 5.441
H -1.532 -1.166 5.790
C -3.629 5.024 3.008
O -4.323 4.282 4.004
C -3.891 4.600 5.320
C -4.835 5.583 5.998
O -4.837 6.847 5.343
C -5.935 7.002 4.458
H -4.202 4.971 2.082
H -3.509 6.075 3.283
H -2.644 4.579 2.842
H -2.865 4.984 5.309
H -3.892 3.667 5.893
H -4.486 5.755 7.020
H -5.850 5.175 6.055
H -6.836 7.254 5.028
H -6.118 6.103 3.866
H -5.708 7.824 3.779
C 5.320 -2.997 -2.377
O 4.428 -2.118 -1.713
C 3.079 -2.279 -2.142
C 2.283 -3.139 -1.174
O 2.773 -4.481 -1.133
C 3.629 -4.712 -0.027
H 6.245 -3.043 -1.800
H 4.916 -4.009 -2.468
H 5.544 -2.607 -3.376
H 3.041 -2.690 -3.157
H 2.629 -1.281 -2.170
H 1.248 -3.189 -1.523
H 2.277 -2.699 -0.172
H 3.031 -4.864 0.877
H 4.328 -3.889 0.132
H 4.201 -5.620 -0.226
C 3.587 -6.968 -3.178
O 4.872 -6.846 -3.774
C 5.413 -8.096 -4.175
C 5.214 -8.343 -5.664
O 3.836 -8.466 -5.995
C 3.291 -7.263 -6.518
H 3.113 -5.986 -3.183
H 2.944 -7.667 -3.719
H 3.695 -7.303 -2.142
H 4.986 -8.912 -3.581
H 6.488 -8.062 -3.969
H 5.691 -9.293 -5.927
H 5.687 -7.555 -6.258
H 3.573 -7.157 -7.571
H 3.621 -6.384 -5.962
H 2.204 -7.328 -6.451
*
```

Computed properties:
orbital gap: 8.786 eV
lowest unoccupied orbital energy: 2.335 eV